[1]
90
Properties=species:S:1:pos:R:3:forces:R:3:mulliken_charge:R:1 method="wB97M-V/def2-TZVPD" charge=-2 spin_multiplicity=1 lumo_ha=0.1199 homo_lumo_gap_ha=0.137
C -1.55663 0.52884 4.82157 -0.03 0.20 0.55 -0.379
C -0.70866 1.66758 5.30655 -0.03 0.35 0.10 0.070
O -1.18829 2.63670 5.85294 0.13 -0.23 -0.06 -0.554
N 0.71677 1.56796 5.12549 0.12 0.02 -0.27 -0.478
C 1.09499 1.50710 3.66866 0.02 0.06 0.39 -0.300
C 1.20961 2.87830 3.03022 -0.11 -0.30 -0.39 -0.860
C -0.10603 3.57022 2.64131 0.37 0.66 -0.14 -0.352
C -0.50901 3.46135 1.15727 0.33 -0.68 1.05 -1.139
Nb -1.25444 1.58678 0.31869 0.10 2.91 -1.45 -1.376
Br -1.89570 -0.91139 -0.37685 0.00 -0.44 -0.06 -0.354
O -0.88457 2.11133 -1.71482 0.03 -0.67 0.04 -0.511
N -0.65739 1.06836 -2.49696 -0.14 0.50 -0.40 0.200
O 0.49727 0.93656 -2.80063 0.38 -0.10 -0.38 -0.419
C -3.49583 2.13523 0.29454 -0.50 -1.94 1.06 1.001
O -3.54619 3.38023 0.26824 1.18 0.53 -0.57 -0.672
O -4.38210 1.30064 0.22580 -0.94 -0.29 -0.13 -0.687
H -2.26255 0.30454 5.61048 -0.13 -0.04 0.04 0.315
H -0.98830 -0.36919 4.60670 0.06 -0.04 -0.25 0.352
H -2.14396 0.83602 3.96341 0.12 0.01 -0.26 0.218
H 0.95394 0.64458 5.47727 -0.01 -0.07 0.02 0.341
H 0.41845 0.86985 3.09992 -0.10 0.01 -0.13 0.147
H 2.06778 1.02377 3.64315 0.12 -0.07 -0.03 0.362
H 1.82516 3.50624 3.67603 -0.07 0.10 0.16 0.432
H 1.77173 2.73348 2.10497 0.11 -0.02 -0.07 0.309
H 0.04608 4.64080 2.82629 -0.07 0.08 0.24 0.306
H -0.92923 3.27805 3.28660 -0.09 -0.13 0.03 0.246
H 0.31084 3.86405 0.55533 0.01 -0.03 -0.24 0.423
H -1.38053 4.11100 1.04330 -0.12 -0.05 -0.35 0.473
H 0.41945 0.83725 0.50485 -0.64 -0.48 0.69 0.200
H -1.51760 1.02887 1.97733 -0.04 0.10 0.08 0.798
O -1.68112 -4.41845 -0.51942 0.05 -0.40 -0.08 -0.621
H -1.92999 -3.47963 -0.50890 -0.06 0.30 -0.02 0.138
H -0.72251 -4.39647 -0.64058 0.09 0.09 0.26 0.378
O 1.08617 -0.24113 -5.66058 0.43 0.17 0.04 -0.670
H 1.87021 -0.74278 -5.41120 -0.11 -0.10 0.18 0.338
H 0.70321 0.02215 -4.80276 -0.23 -0.05 0.10 0.274
O 2.68974 -0.43488 1.38120 0.12 0.40 0.14 -0.462
H 3.64311 -0.53043 1.44908 -0.01 -0.18 -0.05 0.255
H 2.41395 -1.19342 0.85939 -0.13 0.02 0.05 0.238
O 3.96035 -2.94921 1.30067 0.15 -0.40 -0.17 -0.589
H 4.09179 -3.44202 2.11461 -0.05 0.04 0.05 0.292
H 4.82167 -2.91408 0.86812 0.08 0.17 0.01 0.311
O 1.96786 2.55667 -5.22778 0.43 0.26 -0.14 -0.604
H 1.90500 1.62515 -5.48390 -0.19 -0.05 -0.02 0.349
H 1.05967 2.87369 -5.24327 -0.05 -0.09 0.18 0.277
O -4.29072 -0.35242 4.42095 0.11 -0.30 0.24 -0.475
H -5.00226 0.28519 4.51955 0.00 0.01 -0.12 0.228
H -4.74288 -1.12095 4.06372 -0.06 0.09 -0.12 0.242
O -2.46426 5.80987 -0.88586 0.30 0.28 -0.34 -0.609
H -3.06376 6.48379 -1.21186 -0.15 -0.12 -0.03 0.262
H -2.83670 4.95642 -1.15272 -0.12 -0.11 0.55 0.324
O -1.30728 -7.13256 -2.41958 -0.21 0.12 0.05 -0.745
H -1.55518 -6.70165 -3.24535 0.19 0.06 -0.04 0.341
H -1.32868 -6.40564 -1.77812 -0.12 0.13 0.05 0.389
O 4.41653 4.40482 -5.15773 0.18 0.15 -0.05 -0.607
H 4.24198 5.11425 -4.53229 -0.01 -0.07 0.10 0.319
H 3.62349 3.85142 -5.11800 -0.28 -0.17 -0.19 0.288
O -7.09728 -0.44311 4.23152 -0.43 0.02 0.11 -0.626
H -7.53738 0.23074 3.70292 0.12 0.02 -0.11 0.317
H -7.46349 -1.27482 3.91773 0.05 -0.02 -0.06 0.296
O 2.34432 -0.72016 -8.60341 0.07 -0.01 0.04 -0.645
H 3.14424 -1.20306 -8.38029 0.02 0.00 0.00 0.298
H 1.97577 -0.45148 -7.75231 -0.22 0.05 0.00 0.366
O -4.41585 -7.35697 -2.65319 0.01 -0.04 -0.09 -0.641
H -3.47085 -7.25083 -2.47817 0.02 -0.03 0.15 0.357
H -4.49583 -8.26043 -2.97003 0.00 -0.02 0.01 0.293
O 4.74511 1.87012 -3.42906 0.05 -0.17 -0.14 -0.657
H 3.79157 1.92818 -3.57186 -0.03 0.02 0.15 0.324
H 5.12198 2.44940 -4.09998 -0.08 0.13 0.05 0.345
O -2.00339 1.72921 -5.11296 0.20 0.16 -0.19 -0.600
H -2.29695 2.43615 -5.69377 -0.06 0.04 0.05 0.291
H -1.85514 2.14690 -4.25473 -0.14 -0.20 0.13 0.315
O 6.32899 -1.61800 -0.09362 0.06 -0.24 0.04 -0.599
H 7.14270 -1.26726 0.27814 -0.02 0.07 0.02 0.291
H 6.47950 -1.65029 -1.04310 -0.10 0.11 -0.04 0.304
O 7.09549 5.70403 -6.27044 -0.07 -0.02 -0.05 -0.651
H 6.92949 6.41929 -5.65102 0.01 0.01 0.02 0.291
H 6.29757 5.16010 -6.21681 -0.04 -0.05 0.07 0.360
O -1.81499 -1.71035 7.00125 0.00 -0.19 0.16 -0.552
H -1.09629 -2.03036 7.55336 0.02 0.00 0.00 0.264
H -2.45903 -1.34042 7.61208 -0.01 0.08 -0.04 0.292
O -2.30660 -5.41796 2.24983 -0.07 -0.07 -0.07 -0.667
H -2.17260 -5.03880 1.36497 0.21 0.10 -0.17 0.404
H -2.74690 -6.25443 2.08203 -0.07 0.01 0.03 0.285
O 1.09593 -5.49790 -0.51200 -0.07 -0.17 -0.10 -0.583
H 2.04124 -5.37725 -0.38675 0.00 0.18 0.06 0.274
H 0.99347 -6.38859 -0.86245 0.02 0.00 -0.03 0.285
O -1.75896 -2.76301 3.45731 -0.06 -0.10 0.20 -0.588
H -2.41493 -2.08547 3.65345 0.10 0.14 -0.11 0.304
H -2.25351 -3.52213 3.12739 0.06 -0.03 0.00 0.283



[2]
28
Properties=species:S:1:pos:R:3:forces:R:3:mulliken_spin:R:1 method="wB97M-V/def2-TZVPD" charge=+1 spin_multiplicity=2 lumo_ha="-0.4033 / -0.3989" homo_lumo_gap_ha="0.119 / 0.124"
Pd 0.62865 0.38741 1.97777 -1.96 2.21 5.50 0.668
S 2.70891 1.49549 2.02950 -2.38 -0.49 -2.86 0.165
C 1.93256 1.52200 0.45357 4.46 2.07 0.85 -0.064
N 0.75618 0.97948 0.12689 -1.62 1.25 -4.71 0.148
C 0.46732 1.20006 -1.20503 -1.23 -1.46 3.18 0.010
C -0.69349 0.76389 -1.87842 -1.59 -0.44 -1.48 0.070
C -0.86744 1.05380 -3.23574 -0.83 -1.12 2.37 -0.066
C 0.10105 1.77242 -3.92902 1.20 0.68 -0.14 -0.005
C 1.26056 2.21604 -3.28440 0.44 -0.08 0.92 0.030
C 1.42334 1.91796 -1.91931 2.04 1.55 -1.76 -0.060
S 2.72252 2.32288 -0.87135 0.67 0.52 -0.53 -0.024
H -1.43894 0.20471 -1.32341 -0.21 -0.07 0.01 0.014
H -1.76465 0.71346 -3.74474 0.13 0.01 0.16 0.000
H -0.04167 1.99357 -4.98365 0.06 0.01 0.12 -0.001
H 2.01925 2.77694 -3.81982 -0.10 -0.07 0.08 0.001
F -1.06051 -0.46992 1.78556 -1.22 -0.45 -0.20 -0.004
Sb -2.83209 -1.36868 1.58224 -4.89 -3.59 0.71 -0.004
F -3.11002 -0.42565 -0.15593 1.02 -0.61 1.75 0.001
F -3.71040 0.14508 2.54397 1.75 -1.67 -1.40 0.001
F -1.95344 -2.88228 0.62070 -0.75 2.58 1.18 0.001
F -2.55385 -2.31149 3.32054 0.07 1.70 -2.45 0.001
F -4.60371 -2.26726 1.37838 2.56 1.41 0.16 0.000
F 1.47326 -1.31183 2.13457 1.46 -2.68 0.30 0.004
B 2.11862 -2.60909 2.25423 1.86 -5.29 0.87 -0.002
F 1.10947 -3.63522 2.45956 1.52 2.52 -0.48 0.000
F 3.03135 -2.59368 3.38578 -1.67 0.82 -1.91 0.000
F 2.86032 -2.89543 1.03710 -1.39 1.34 1.64 0.000
H 0.01682 1.30531 3.26046 0.60 -0.63 -1.90 0.118



[3]
15
Properties=species:S:1:pos:R:3:forces:R:3:nbo_charge:R:1 method="wB97M-V/def2-TZVPD" spin_multiplicity=1 lumo_ha=-0.0064 homo_lumo_gap_ha=0.347
N 1.62716 -3.39169 -0.26858 -1.85 2.77 -0.15 -0.304
C 1.00631 -2.39319 -0.36748 2.01 -3.72 0.13 0.250
C 0.40433 -1.12517 -0.56540 -0.19 -1.25 -0.09 -0.314
C -0.91934 -0.97848 -0.40827 -1.56 -0.14 -0.09 -0.156
C -1.66545 0.29195 -0.39030 -2.35 -0.06 -1.50 -0.227
C -1.22257 1.34708 0.24141 1.16 2.55 1.54 -0.182
C 0.09003 1.20174 0.95173 -0.08 0.54 -1.18 -0.269
C 1.26526 1.08149 0.35033 0.86 2.37 0.94 -0.087
Cl 2.83367 0.76461 1.05781 -0.80 -0.29 0.54 0.048
Cl 1.56352 1.68165 -1.23536 -0.38 0.35 -0.78 0.042
H 1.21104 -0.42951 -0.81217 -1.28 -0.58 -0.45 0.255
H -1.62833 -1.82032 -0.15680 1.41 0.49 -0.46 0.237
H -2.74684 0.44195 -0.78571 1.98 -1.05 0.43 0.236
H -1.81061 2.31788 0.41220 0.81 -1.72 -0.37 0.235
H -0.00820 1.01002 1.97660 0.25 -0.27 1.48 0.237



[4]
18
Properties=species:S:1:pos:R:3:forces:R:3:nbo_charge:R:1 method="wB97M-V/def2-TZVPD" spin_multiplicity=1 lumo_ha=0.0167 homo_lumo_gap_ha=0.354
O 2.02041 -1.97019 -0.35131 0.80 -1.50 -0.67 -0.486
C 1.61153 -1.00762 0.17331 1.50 0.78 0.64 0.530
Cl 2.46500 -0.23924 1.46045 0.70 0.17 0.82 -0.001
C 0.32459 -0.40296 -0.08718 -3.71 -0.68 1.41 -0.224
C 0.15719 1.05841 -0.11354 0.44 -0.40 -0.48 0.051
N 1.18970 1.80194 -0.34090 -1.21 1.31 -0.42 -0.415
C 0.73958 3.10871 -0.47227 1.42 1.83 -0.21 -0.054
C -0.59184 3.31774 -0.28909 0.09 -1.97 0.03 -0.429
S -1.40662 1.80934 -0.00766 1.39 -0.03 -0.03 0.439
N -0.45882 -0.86962 1.24426 0.36 1.11 -1.03 -0.362
C -1.14412 -1.87379 0.96659 -0.48 -3.12 0.56 0.124
C -0.94673 -2.57358 -0.35914 -0.11 -1.17 -0.65 -0.637
S -0.47515 -1.25914 -1.48847 -0.30 0.56 0.06 0.278
H 1.50996 3.92700 -0.71381 -1.41 -1.41 0.49 0.223
H -1.29621 4.08956 -0.30811 -0.07 1.69 -0.19 0.240
H -1.76304 -2.50501 1.72192 1.01 1.66 -0.90 0.212
H -0.06748 -3.29859 -0.33787 -1.26 0.67 0.41 0.262
H -1.86797 -3.11297 -0.69719 0.84 0.49 0.17 0.248



[5]
14
Properties=species:S:1:pos:R:3:forces:R:3:nbo_charge:R:1 method="wB97M-V/def2-TZVPD" spin_multiplicity=1 lumo_ha=-0.0022 homo_lumo_gap_ha=0.298
C -1.87455 2.33231 -0.37474 -1.15 -0.46 -1.52 -0.406
C -0.93831 1.37601 -0.39727 -3.75 4.26 1.54 -0.150
S 0.12908 1.20760 0.84986 3.18 -0.95 2.23 0.254
C 0.20887 0.76881 -0.92985 0.59 -1.29 -2.31 -0.207
C 0.66552 1.28681 -2.29523 -2.62 -6.63 0.99 -0.169
C 0.21948 0.19345 -3.11794 3.39 4.56 -0.83 -0.198
C 0.16188 -1.04837 -2.46039 -1.82 3.17 5.26 -0.159
Cl 0.17745 -2.63917 -2.76329 -0.01 -2.75 -1.79 0.111
C -0.07450 -0.65020 -1.14561 1.88 -0.52 -2.46 -0.139
H -2.34307 2.59782 -1.30587 -0.27 0.07 -0.39 0.193
H -2.35226 2.84132 0.48922 0.97 -0.82 -0.33 0.218
H 0.69880 2.27512 -2.43795 0.17 3.48 -1.21 0.209
H 0.16739 0.45198 -4.15399 -0.12 -0.63 -0.75 0.228
H -0.14657 -1.26506 -0.32432 -0.46 -1.50 1.58 0.217



[6]
17
Properties=species:S:1:pos:R:3:forces:R:3:mulliken_spin:R:1 method="wB97M-V/def2-TZVPD" spin_multiplicity=3 lumo_ha="0.0038 / -0.1686" homo_lumo_gap_ha="0.243 / 0.179"
C -0.37893 -2.10310 -0.04571 2.65 1.21 -0.47 0.331
C 0.81730 -1.87578 -0.87113 -2.67 2.95 3.25 -0.119
C -0.74126 -1.21723 0.92538 -1.33 0.58 0.80 -0.136
C 1.39684 -0.63072 -0.73753 -0.64 -0.80 -0.75 0.262
C -0.10024 -0.06331 1.17897 2.43 0.59 1.76 0.383
C 0.95404 0.28285 0.30887 1.36 -0.29 -1.33 -0.075
C 1.51397 1.51082 0.32375 -0.82 -2.36 0.14 0.285
O 2.07932 2.47570 0.52820 1.45 2.58 0.34 0.129
O -1.83057 1.37071 0.64792 1.04 2.51 -1.67 0.181
O -1.77628 3.45096 -0.70233 1.57 -1.20 -0.05 0.344
F -1.17824 1.09768 -1.75004 0.50 2.13 2.01 0.120
S -1.08325 2.20684 -0.32862 -4.85 -2.08 -0.92 0.263
H -0.85754 -3.00412 0.00085 -1.19 -2.31 -0.63 0.026
H 0.93942 -2.58101 -1.59580 1.15 -1.49 -2.02 -0.008
H -1.65263 -1.22049 1.49446 -0.36 -1.28 0.27 -0.002
H 2.03487 -0.21164 -1.50134 0.45 -0.28 0.08 0.014
H -0.13684 0.51184 2.12410 -0.73 -0.46 -0.83 0.001



Calculated largest force on an atom in order - 3.3 6.2 4.2 4.0 7.2 5.4 eV/Å